<w>
Entry from the Open Molecules 2025 dataset: one molecule with the formula C4H8N4 (ωB97M-V/def2-TZVPD).

The SMILES is [H]/N=c1/cnn(C)n1C. Its HOMO energy is -8.4 eV. For the frontier orbital gap, the calculation gives 9.04 eV.

Each line ends with the Mulliken charge.
Element x y z (Å)
C: 0.50 1.81 -0.94  -0.746
C: -1.90 0.12 0.68  -0.248
C: -0.84 -0.74 1.01  0.357
C: 1.22 -1.17 -0.37  -0.751
H: 1.38 1.55 -1.64  0.266
H: 1.05 2.60 -0.17  0.251
H: -0.29 2.50 -1.48  0.290
H: -2.84 0.22 1.18  0.477
H: -0.14 -2.14 1.99  0.230
H: 1.38 -2.18 0.30  0.281
H: 0.72 -1.56 -1.37  0.282
H: 2.26 -0.56 -0.48  0.264
N: -0.28 0.58 -0.62  0.439
N: -1.57 0.87 -0.29  -0.753
N: -0.97 -1.65 1.86  -0.687
N: 0.32 -0.24 0.32  0.047

<x>
Entry from the Open Molecules 2025 dataset: C4H8N4 as an isolated structure (ωB97M-V/def2-TZVPD).

Its HOMO energy is -8.6 eV. For the frontier orbital gap, the calculation gives 8.57 eV.

Each line ends with the Mulliken charge.
Element x y z (Å)
C: -0.66 0.21 -0.20  0.475
C: 1.75 -0.43 0.00  0.074
C: -0.46 1.62 -0.36  -0.274
C: 0.47 2.18 0.21  -0.655
H: -3.33 -1.43 0.41  0.301
H: -2.00 -2.49 -0.72  0.281
H: -0.09 -1.35 0.84  0.313
H: 1.73 0.79 -0.43  0.287
H: 2.56 -2.57 -0.10  0.228
H: -1.13 2.08 -1.25  0.220
H: 0.82 3.44 0.45  0.205
H: 1.10 1.75 1.10  0.328
N: -2.12 -1.51 0.15  -0.752
N: -1.84 -0.25 -0.22  -0.257
N: 0.41 -0.61 0.43  -0.218
N: 2.78 -1.42 -0.32  -0.555

Compare the structures above. Which one is the least stable? <x> is.